1.
Formula: C20H57N4O10
Source: the Open Molecules 2025 dataset
Level of theory: wB97M-V/def2-TZVPD

```
91
Properties=species:S:1:pos:R:3:forces:R:3:lowdin_charge:R:1
C 0.3951 0.0181 -0.2119 -3.1427 1.0704 1.4282 -0.78
O -0.2449 -0.9991 -0.5209 0.9979 -1.4587 -2.0194 -0.03
O 0.8612 0.8921 -1.1552 0.2467 -1.0764 -0.5414 0.08
O 0.2950 0.4600 0.9341 1.9588 1.1401 1.7024 -0.02
H 0.7009 0.3744 -1.9534 0.1685 0.2972 -0.6255 0.12
C 4.9761 0.2222 -1.8425 2.0339 1.9612 0.8275 -0.06
C 4.4092 0.2654 -0.4531 -1.0012 -1.3763 2.2456 -0.45
C 5.3682 0.2163 0.7838 0.1908 -1.0957 -1.4014 -0.17
O 5.9565 -1.0965 0.8451 -1.3964 0.0188 -0.8327 -0.18
C 6.8748 -1.2036 1.8365 4.6319 2.1386 -2.3673 -0.17
N 3.5637 1.4256 -0.1879 1.0439 -0.3224 -2.2824 0.07
H 4.2140 0.2193 -2.6433 0.3751 0.5757 0.5140 0.08
H 5.4890 -0.7193 -1.9080 0.6826 -0.3643 -0.3442 0.05
H 5.7702 1.1490 -1.8303 -1.9261 -2.1894 -0.8424 0.13
H 3.7838 -0.6597 -0.2626 0.5895 0.5417 -0.5699 0.13
H 4.8830 0.5579 1.7245 -0.1443 -0.8288 -0.3802 0.12
H 6.1801 0.8880 0.6503 1.0227 0.9979 -0.3054 0.10
H 7.7239 -0.3022 1.6524 -1.9395 -1.9342 0.9912 0.14
H 7.4981 -2.0993 1.8388 -0.3946 -0.3424 -0.7335 0.08
H 6.4663 -1.1725 2.7603 -1.3433 0.6987 3.2675 0.04
H 3.6618 1.4799 0.7806 -1.2921 0.7178 1.8059 0.00
H 2.6824 1.0699 -0.5077 -0.8540 0.9922 0.5106 0.03
C -4.5794 -0.5042 0.9768 -0.7501 5.6782 0.7974 -0.05
C -3.3822 0.0780 0.3457 0.0685 2.6726 1.6573 -0.43
C -3.8331 1.2774 -0.5041 1.7978 1.1181 2.4168 -0.21
O -4.3893 0.6645 -1.6252 0.2469 -1.8131 2.3050 -0.21
C -4.7949 1.4132 -2.6708 1.0089 2.6071 0.6873 -0.13
N -2.5640 0.5647 1.4636 1.3029 7.2955 -9.4775 0.09
H -5.4838 -0.5331 0.5295 -2.4509 -0.8486 -2.9240 0.04
H -4.9698 0.3081 1.7273 1.5251 -1.6453 -0.2253 0.13
H -4.2710 -1.3558 1.2994 1.0601 -5.5511 3.1246 0.01
H -2.6558 -0.4408 -0.2188 -0.2343 -1.7255 -1.1381 0.10
H -2.8137 1.8379 -0.6123 -1.8603 -0.4009 -0.8586 0.12
H -4.5075 1.9861 0.2380 1.0084 -1.5246 -2.2538 0.17
H -3.8731 1.7617 -3.1201 0.0543 0.2692 -1.2228 0.09
H -5.2185 2.3213 -2.2031 -0.8431 -0.0612 -0.9646 0.09
H -5.4042 0.8057 -3.2931 -0.6772 -0.0520 -0.7108 0.08
H -1.5275 0.6627 1.1404 -2.3312 0.2453 0.2182 0.09
H -2.3632 0.1454 2.1932 0.7294 -6.2439 8.7381 -0.06
C -0.9428 5.9413 0.8407 8.0152 -10.1419 5.3561 0.03
C 0.0126 4.7080 0.3429 -7.5848 -2.2948 5.5843 -0.26
C 0.7608 3.9446 1.5035 -0.0421 0.7073 -2.5631 -0.19
O 1.8085 4.8650 1.8317 1.1157 -1.4924 3.0647 -0.20
C 2.6198 4.2892 2.9712 -3.9056 5.2083 2.9670 -0.06
N -0.9740 3.7450 -0.2510 -5.2591 8.6594 1.6460 0.07
H -0.3858 6.6394 1.1324 4.5970 5.9110 2.5112 0.01
H -1.5246 5.6452 1.6069 -1.7754 -1.4087 2.9728 0.06
H -1.4945 6.2139 0.2283 -8.7844 4.3005 -10.9145 -0.05
H 0.6031 5.0506 -0.3331 4.0273 1.9194 -4.3885 0.06
H 1.2415 2.9899 1.0288 -1.1231 1.3506 1.1766 0.14
H -0.0530 3.7486 2.2688 1.3914 -0.0140 -0.2967 0.14
H 3.2754 5.1077 3.4867 -1.0197 -1.1711 -1.5470 0.10
H 3.1733 3.5176 2.6700 2.0365 -3.2309 -1.2255 0.00
H 1.8913 4.0193 3.8912 1.4022 0.1801 -2.2897 0.12
H -2.0067 3.6380 0.0335 2.8790 0.5619 -0.0679 0.11
H -0.5639 2.9978 -0.4223 4.0920 -8.9725 -2.0066 -0.09
C -3.9553 -2.6073 -3.9128 -0.9618 3.2434 0.2148 -0.07
C -2.9314 -2.5683 -2.7237 0.1636 -1.0280 -2.6732 -0.42
C -2.1045 -3.8810 -2.7906 1.0282 1.1260 -0.1396 -0.20
O -3.1083 -4.9073 -2.8804 -0.7014 1.0377 0.1394 -0.22
C -2.5762 -6.1456 -3.1768 3.2189 1.0193 -0.7397 -0.14
N -2.0240 -1.4036 -2.8459 -0.4771 1.0808 2.4556 0.05
H -4.4336 -1.5406 -4.0064 0.5821 -1.7567 0.5325 0.09
H -4.7431 -3.3083 -3.7519 -0.5992 -0.3915 0.4902 0.04
H -3.6997 -2.7616 -4.9594 1.2685 -0.2945 0.1575 0.06
H -3.5075 -2.7770 -1.8231 -0.1983 1.0284 0.4121 0.12
H -1.5340 -3.8505 -1.7713 -0.4639 -0.8715 -1.9327 0.12
H -1.3388 -3.8676 -3.7330 -1.7693 -0.2538 2.1832 0.17
H -2.0829 -6.4579 -2.2646 0.9271 -0.5459 -0.0213 0.08
H -1.8679 -5.8877 -4.0363 -0.1906 -1.2153 1.0594 0.10
H -3.1373 -6.9902 -3.4906 -1.7733 -0.0149 -0.3038 0.06
H -1.4059 -1.4120 -2.0196 0.9620 -1.1980 -0.5429 0.02
H -2.4156 -0.5361 -2.3746 -0.9956 -0.9733 -1.6131 0.07
C 2.3436 -2.5825 1.2033 3.6999 -0.1078 -3.7850 -0.04
O 2.0395 -2.6641 -0.2437 14.4918 -8.8285 4.5589 -0.02
H 1.4947 -2.3465 1.6129 -4.8801 0.7532 2.9131 0.00
H 3.0059 -1.7421 1.4991 0.1303 -0.4951 -0.6538 0.08
H 2.7611 -3.5285 1.5136 -0.0297 -0.1625 0.0964 0.08
H 1.3908 -2.2384 -0.4059 -13.4411 8.7649 -3.1171 -0.16
C -1.7096 -3.5314 0.9794 -0.0821 1.1306 2.2219 -0.10
O -1.4461 -2.2618 1.6421 -4.2991 -1.7547 1.1131 -0.12
H -2.2880 -3.5786 0.0325 -0.0105 0.6494 0.7862 0.06
H -2.1810 -4.0749 1.8430 0.2475 -0.2029 -1.4045 0.10
H -0.7185 -3.8383 0.8031 1.0041 -1.5472 -0.5843 0.05
H -0.6859 -1.8806 1.3362 2.8526 1.7046 -1.8859 -0.03
C 1.7636 1.0341 4.0314 -1.8755 3.6874 -2.3950 -0.15
O 2.3263 0.9129 2.7689 3.3123 -0.4664 0.9785 -0.13
H 1.7896 0.2077 4.5916 -0.1819 -3.7378 1.8878 0.02
H 0.6808 1.3382 3.7483 1.4245 -0.0695 1.7621 0.13
H 2.3747 1.7435 4.5740 -0.4439 0.8103 0.3458 0.07
H 1.6063 0.8945 2.2046 -2.1641 -0.3738 -2.7116 -0.03
```
Forces are in eV/Å.

Results
Net charge: -1
2S+1: 1
Orbital gap in eV: 8.49
Energy above the lowest of the compared OMol25 structures with the same formula, charge and spin in eV: 8.7681

---

2.
Formula: C24H52N4O28S6
Source: the Open Molecules 2025 dataset
Level of theory: wB97M-V/def2-TZVPD

```
114
Properties=species:S:1:pos:R:3:forces:R:3:lowdin_charge:R:1
C -4.1107 -0.9736 -1.6412 0.2192 -0.2988 -0.4175 -0.18
C -5.0508 -2.1418 -1.3600 -0.0685 0.1909 1.0852 -0.11
O -5.8748 -1.7088 -0.2219 0.2781 0.1955 -0.1616 -0.19
S -5.4993 -0.2354 0.2249 0.4060 -0.5193 0.2088 0.56
O -4.5302 -0.2743 1.2620 0.3631 -0.1242 -0.1410 -0.22
O -6.6524 0.5416 0.4104 -0.9347 0.4919 -0.1671 -0.20
O -4.8211 0.1811 -1.1624 0.2063 0.2281 -0.1814 -0.21
H -3.9133 -0.9040 -2.7099 -0.2409 0.3536 -0.0089 0.12
H -3.1427 -1.0640 -1.1513 -0.1032 -0.1233 0.3644 0.09
H -4.4602 -2.9880 -1.0278 -0.2380 -0.2774 -0.3172 0.11
H -5.7766 -2.3452 -2.1410 0.2786 -0.1677 -0.1992 0.13
C 0.7424 -4.2428 1.1264 -0.3861 -0.9024 -0.4186 -0.18
C -0.3243 -4.2061 2.2322 -0.0222 0.3062 -0.7663 -0.14
O 0.3718 -3.9454 3.4475 0.1460 0.2352 0.4095 -0.17
S 1.9342 -3.7339 3.1803 -0.2801 0.4596 0.2827 0.59
O 2.7099 -4.3805 4.1562 0.0160 -0.6408 0.1801 -0.17
O 2.1565 -2.3572 2.9252 0.1071 0.4336 -0.3173 -0.22
O 1.9413 -4.5348 1.8239 0.7514 -0.2975 -0.2553 -0.17
H 0.8388 -3.3705 0.4818 -0.0260 0.3543 0.5008 0.10
H 0.5362 -5.0884 0.4692 0.2018 -0.0224 0.0181 0.12
H -0.7845 -5.1833 2.3462 -0.1948 0.0373 -0.0207 0.13
H -1.0394 -3.4250 1.9714 -0.1529 -0.0323 0.4450 0.12
C -3.9281 1.3495 -4.9658 -0.1957 -1.3322 -0.8095 -0.15
C -2.4309 1.2294 -4.6811 -1.1249 0.2751 1.6087 -0.19
O -1.8968 2.1950 -5.5625 1.0546 0.0805 -0.0094 -0.17
S -2.7859 3.5216 -5.4444 -0.1662 -0.9136 0.2847 0.59
O -2.7040 4.1820 -6.6707 -0.0770 0.5917 -1.3008 -0.19
O -2.5310 4.2375 -4.2505 0.1806 -0.2805 0.4453 -0.21
O -4.1593 2.7171 -5.3288 -0.1158 0.2009 0.5698 -0.17
H -4.5717 0.9637 -4.1747 0.0430 0.7416 0.3376 0.12
H -4.2002 0.7480 -5.8397 0.1691 0.1598 -0.0958 0.13
H -2.0329 0.2199 -4.7341 0.1814 0.1197 -0.9525 0.14
H -2.2513 1.5114 -3.6344 0.1112 0.3180 -0.1449 0.11
C -0.4475 4.0714 5.2664 0.3824 0.2358 -0.5112 -0.14
C 0.3081 5.0326 4.3784 -0.1237 0.3580 0.1019 -0.15
O 1.6563 4.5065 4.3922 -0.1788 -0.2719 -0.0187 -0.19
S 1.5616 2.9043 4.4971 -1.0077 0.6036 0.4821 0.58
O 2.2129 2.4854 5.6771 0.2815 0.0350 0.4028 -0.19
O 1.8684 2.3088 3.2610 0.3348 -0.3688 -1.0501 -0.23
O -0.0299 2.8190 4.6700 0.0631 -0.0572 0.1482 -0.19
H -1.5133 4.2510 5.1642 -0.0971 -0.5776 0.1268 0.14
H -0.0896 4.0615 6.2963 -0.2767 0.3163 0.0703 0.14
H 0.2811 6.0676 4.7150 0.4100 -0.1017 0.1334 0.14
H -0.0789 4.9897 3.3571 -0.0122 -0.0303 0.0573 0.13
C 3.5985 -2.5819 -2.7156 -0.0426 -0.4446 0.0521 -0.14
C 3.2891 -2.0268 -1.3332 -0.4019 -0.9816 0.1605 -0.13
O 3.3267 -3.2510 -0.5552 -0.0395 0.0885 0.3244 -0.22
S 4.5861 -4.1289 -0.9875 -0.6895 -0.7276 0.2674 0.58
O 4.2471 -5.5027 -0.8980 -0.4628 0.0578 -0.3506 -0.21
O 5.7556 -3.7144 -0.3212 0.6128 0.8663 -0.0837 -0.20
O 4.5499 -3.6458 -2.5057 0.5358 0.2903 -0.2063 -0.19
H 3.9790 -1.8914 -3.4602 0.2035 0.0756 0.1030 0.13
H 2.6954 -3.0724 -3.0853 -0.0159 0.1891 -0.1510 0.12
H 2.2423 -1.7291 -1.3141 0.1598 0.4844 0.2582 0.11
H 3.9662 -1.3140 -0.8685 0.0139 0.2092 -0.3423 0.13
C 4.2291 0.6189 4.1311 -0.2641 -0.2220 -0.7770 -0.20
C 4.6989 -0.1421 2.9056 0.0912 0.1896 0.5000 -0.15
O 5.0033 -1.4271 3.4724 0.2420 -0.4400 -0.2243 -0.20
S 5.4413 -1.3272 5.0008 -0.1609 1.1369 -0.5146 0.59
O 6.8210 -1.5850 5.1584 0.4275 0.0671 -0.0581 -0.21
O 4.4968 -2.0177 5.7811 -0.6085 -0.4803 0.4919 -0.21
O 5.1930 0.2722 5.1300 0.0801 -0.4826 -0.0145 -0.17
H 3.2379 0.2285 4.3729 0.0659 0.1681 0.3684 0.12
H 4.1765 1.6845 3.9586 0.2881 0.1176 0.3587 0.11
H 5.6140 0.2672 2.4725 -0.0912 0.0472 -0.0618 0.13
H 3.9010 -0.2251 2.1732 0.0846 -0.2723 -0.0819 0.11
C -0.1392 -3.9107 -2.5445 -0.0561 -0.6218 -0.0878 0.01
C -1.5161 -4.3720 -2.1009 -0.2923 -0.2074 -0.5414 -0.52
O -2.4880 -3.6581 -2.2882 -0.1821 0.0213 0.1712 0.04
N -1.6069 -5.6496 -1.6401 0.9105 0.3792 0.4294 0.01
C -2.8209 -6.3674 -1.3989 -1.2996 0.2289 -0.2456 -0.07
H 0.3235 -3.3005 -1.7714 -0.0185 0.2231 -0.1328 0.06
H -0.3083 -3.3793 -3.4778 0.0956 0.4330 0.1936 0.09
H 0.5168 -4.7451 -2.8061 0.0115 -0.0312 0.3196 0.09
H -0.7334 -6.0939 -1.4113 -0.0364 -0.1538 -0.1848 0.13
H -3.0048 -6.6999 -0.3768 0.5670 -0.0738 0.0756 0.09
H -2.9157 -7.2032 -2.0930 0.0718 -0.1336 0.1539 0.09
H -3.6619 -5.7011 -1.6036 0.1778 0.0677 -0.1645 0.08
C 0.2712 -0.3929 1.9176 -0.6631 -0.1088 0.2618 0.02
C -0.2664 -0.5900 0.5310 0.2536 0.2945 -0.1680 -0.53
O -1.1337 -1.4139 0.2706 -0.1380 -0.2997 -0.1527 0.02
N 0.2119 0.2653 -0.4081 0.0646 0.2856 -0.6000 0.03
C -0.2068 0.2193 -1.7999 -0.1053 -0.4412 0.1918 -0.06
H -0.2399 0.4754 2.3198 -0.0197 0.3512 0.1027 0.09
H 1.3376 -0.2382 2.0214 0.0929 0.0083 -0.2574 0.06
H -0.0571 -1.2330 2.5214 0.2062 -0.0571 0.0272 0.07
H 1.0450 0.8029 -0.2139 0.0570 0.0321 0.3259 0.09
H -1.2256 -0.1666 -1.8605 0.1245 -0.0580 0.0879 0.06
H 0.4396 -0.4574 -2.3713 -0.0932 0.0443 -0.1526 0.07
H -0.1972 1.1992 -2.2768 0.1966 0.1017 0.2456 0.08
C 2.9598 3.9882 0.3514 1.5027 -0.6494 0.8398 0.01
C 3.2252 2.6701 -0.3501 -1.8160 0.2700 -1.0214 -0.49
O 2.9158 1.5857 0.1478 0.8998 0.3423 -0.1280 0.00
N 3.4779 2.7636 -1.6997 0.8650 -0.6982 0.6186 0.01
C 3.7753 3.9299 -2.4972 0.2324 0.5079 -0.2682 -0.09
H 2.0484 4.4076 -0.0593 -0.0651 0.2589 0.1967 0.10
H 3.8158 4.6665 0.3039 -0.2414 0.1984 -0.6450 0.08
H 2.9431 3.7713 1.4197 -0.8097 -0.0776 -0.0842 0.07
H 3.7649 1.8867 -2.1093 -0.2910 -0.0706 0.0452 0.13
H 4.5453 3.7167 -3.2402 -0.0695 -0.2914 0.0518 0.09
H 4.1902 4.7561 -1.9218 -0.2723 -0.0349 0.1967 0.08
H 2.8922 4.2628 -3.0457 -0.0069 0.1460 0.1256 0.09
C -3.0221 3.1254 1.3701 1.5174 0.0475 0.4884 0.01
C -3.3555 4.1473 0.3342 0.5659 -0.3628 0.3880 -0.58
O -3.0560 5.3189 0.4960 -0.3314 0.1955 -0.1151 0.03
N -3.9710 3.6585 -0.7506 -0.3965 0.4056 -0.5969 0.03
C -4.5378 4.5626 -1.7233 -0.6505 0.5466 0.2696 -0.06
H -1.9473 3.2148 1.5615 0.0876 0.1265 -0.0957 0.08
H -3.1380 2.0798 1.0941 -0.7114 0.0140 0.2193 0.06
H -3.4494 3.4564 2.3143 -0.4829 -0.5028 -0.0177 0.09
H -4.0600 2.6681 -0.8811 -0.1610 -0.0802 0.1861 0.11
H -4.8597 5.4743 -1.2154 0.3754 0.0039 0.1543 0.09
H -5.4871 4.1694 -2.0874 0.3120 -0.3470 -0.4735 0.09
H -3.8305 4.8492 -2.4926 -0.1682 -0.1515 -0.2499 0.06
```
Forces are in eV/Å.

Results
2S+1: 1
Orbital gap in eV: 9.27
Energy above the lowest of the compared OMol25 structures with the same formula, charge and spin in eV: 1.0112

---

3.
Formula: C17H16CdN8O5S
Source: the Open Molecules 2025 dataset
Level of theory: wB97M-V/def2-TZVPD

```
48
Properties=species:S:1:pos:R:3:forces:R:3:lowdin_charge:R:1
Cd 0.2083 0.1150 -0.2390 0.2615 -0.3721 0.2404 1.36
O -1.4421 -1.5322 -1.6932 0.0454 -0.0375 0.1981 -0.12
C -1.9591 -2.5484 -0.8521 0.0029 0.0301 -0.0261 -0.25
C -1.1071 -2.8185 0.3786 0.0209 0.0257 0.0496 -0.18
N -0.8398 -1.6540 1.2288 -0.0787 0.1516 -0.0511 -0.22
C -2.0451 -1.1864 1.9049 0.0004 -0.2235 -0.1206 -0.13
C -3.0118 -0.3562 1.0470 0.3125 0.7585 0.2551 -0.71
O -4.1483 -0.2091 1.5121 -0.0802 -0.1968 -0.1766 -0.02
O -2.4940 0.2565 0.0601 -0.2294 -0.6445 -0.2128 -0.16
C 0.2079 -1.9881 2.1951 -0.1023 -0.0261 0.0165 -0.14
C 1.5641 -2.2507 1.5267 0.1529 0.0750 -0.1071 -0.71
O 2.3983 -2.8956 2.1797 -0.0882 0.0462 -0.0851 -0.04
O 1.6826 -1.7564 0.3713 0.1217 -0.0352 0.0197 -0.16
H -1.8520 -0.7097 -1.3583 -0.2546 0.0477 -0.0443 0.01
H -1.9747 -3.4789 -1.4256 -0.0382 0.0011 -0.0617 0.11
H -2.9914 -2.3197 -0.5704 -0.0006 0.0308 -0.0143 0.11
H -0.1466 -3.2091 0.0500 0.0402 0.0235 -0.0114 0.12
H -1.6173 -3.5966 0.9717 0.0222 -0.0480 0.0269 0.12
H -1.7378 -0.5235 2.7181 -0.0500 0.0271 -0.0254 0.12
H -2.6080 -2.0139 2.3533 0.0218 -0.0881 0.0641 0.12
H -0.0581 -2.8642 2.7993 -0.0538 -0.0220 0.0416 0.12
H 0.3360 -1.1403 2.8729 -0.0076 0.0132 0.0217 0.12
N 4.5758 -0.6536 -0.7926 0.0753 -0.1426 -0.1326 0.04
C 3.4332 0.0956 -0.6925 -0.1932 0.2638 0.2597 -0.97
S 2.3783 0.2089 -2.0326 0.0191 -0.0368 0.2217 0.44
N 3.3400 0.7330 0.4816 0.1265 -0.2744 -0.2271 -0.05
N 2.1219 1.1613 0.7755 -0.0348 0.2709 -0.0075 -0.11
C 1.9897 2.0152 1.7241 -0.2354 -0.0803 -0.0083 -0.12
C 0.6526 2.4836 2.0864 -0.0384 -0.0035 -0.0267 -0.28
C 0.4922 3.5166 3.0115 0.0499 0.0201 0.0294 -0.05
C -0.7758 4.0048 3.2664 0.0001 0.0362 0.0297 -0.09
C -1.8588 3.4624 2.5922 0.1042 0.0362 0.0284 -0.06
C -1.6224 2.4213 1.7056 0.0118 -0.0149 0.0319 -0.12
N -0.4056 1.9281 1.4760 0.0706 0.0379 -0.0019 0.07
H 4.5069 -1.3412 -1.5254 0.0281 0.0089 -0.0161 0.06
H 4.8508 -1.0368 0.1020 0.0213 0.0384 0.0007 0.08
H 2.8622 2.4217 2.2279 0.0292 0.0212 0.0574 0.11
H 1.3663 3.9282 3.5021 -0.0233 0.0127 -0.0100 0.10
H -0.9168 4.8118 3.9768 0.0101 -0.0071 -0.0045 0.10
H -2.8653 3.8283 2.7417 0.0074 -0.0302 -0.0030 0.10
H -2.4274 1.9484 1.1535 0.0864 0.1191 0.0183 0.09
N -0.7162 1.5831 -1.7187 -0.1549 0.0553 -0.1419 0.08
C -1.1974 2.3243 -2.4603 -0.1034 0.3263 -0.2984 -0.19
C -1.7410 3.2477 -3.3709 -0.0107 0.1065 -0.0960 -0.29
C -3.1440 3.3823 -3.5481 0.3528 -0.0600 0.0981 -0.28
N -4.2790 3.5230 -3.7199 -0.0029 -0.0018 -0.0112 0.08
C -0.8813 4.0865 -4.1321 -0.1997 -0.2388 0.2173 -0.28
N -0.2039 4.7840 -4.7587 -0.0152 0.0006 -0.0044 0.08
```
Forces are in eV/Å.

Results
Net charge: -2
2S+1: 1
Orbital gap in eV: 7.06
Energy above the lowest of the compared OMol25 structures with the same formula, charge and spin in eV: 0.0218

---

Which of these has the highest orbital gap?
C24H52N4O28S6